# 1
Here is a 2-piece molecular cluster, C16H18ClN2O overall at a distorted geometry from the OMol25 dataset. Energies are from ωB97M-V/def2-TZVPD.

Cartesian coordinates (Å):
C -0.42438 0.66132 8.34709
C -0.87089 1.94277 8.08548
H -2.59323 1.38344 0.36447
C -0.23692 2.70158 7.12247
H 6.48788 1.17410 1.94905
C 2.86379 0.95501 4.78643
H 1.33065 2.74780 5.68795
N -1.18998 0.03388 1.15727
C 5.57065 -1.49113 3.78852
H 5.88039 -2.49875 4.01568
O 2.43203 2.02123 4.32193
C 2.31348 0.36080 5.92966
C 5.91099 0.57321 2.63317
C 6.31894 -0.71043 2.93216
H -2.51015 1.35557 2.12521
C -2.47341 0.73528 1.23154
Cl 1.50529 0.00034 0.73985
N 1.26672 0.90324 6.67085
H 7.22200 -1.10558 2.49988
H 1.01191 -0.82632 7.86197
C 4.78049 1.08904 3.22709
H -0.00918 1.80531 1.31977
H 2.70983 -0.57182 6.27656
C 4.43712 -0.97712 4.37450
H -0.58310 -1.81006 1.94641
C 0.64197 0.16187 7.65112
H -2.16805 -1.83490 1.15546
C 4.03230 0.32882 4.11691
H -0.92084 0.05911 9.09228
C -0.00028 0.75313 1.13006
C 0.81568 2.17454 6.43617
H -3.30106 0.02808 1.26511
H -1.70887 2.35028 8.62362
H 3.85057 -1.59914 5.02409
H -0.68161 -1.75589 0.19035
H 4.45776 2.09261 3.00749
C -1.16078 -1.42307 1.10909
H -0.56593 3.70387 6.91106

Forces on the atoms, in the same order (eV/Å):
0.067 0.105 -0.044
-0.466 0.399 0.080
0.011 -0.111 -0.037
-0.478 -0.360 0.633
0.080 0.123 -0.075
-0.534 0.161 0.627
0.236 -0.286 -0.104
4.541 2.364 -0.002
0.131 -0.271 0.088
0.048 -0.143 0.000
-0.260 0.910 -0.980
0.435 -0.507 -0.045
0.158 0.029 -0.090
0.256 -0.144 -0.168
0.011 -0.034 0.070
-0.256 0.646 0.211
-1.784 0.845 0.773
-0.276 -0.007 0.028
0.167 -0.085 -0.130
0.281 -0.079 -0.289
-0.345 0.243 -0.014
-0.027 0.531 -0.035
-0.175 -0.112 0.398
-0.256 0.174 0.002
0.032 0.066 0.061
0.156 0.310 -0.295
0.089 0.283 -0.023
0.336 -0.537 0.047
0.138 -0.132 0.040
-2.838 -3.946 -0.534
0.358 -0.020 -0.189
0.298 -0.043 -0.018
-0.154 0.026 0.142
-0.079 -0.215 0.203
-0.026 -0.007 -0.073
-0.071 0.189 0.054
0.136 -0.535 -0.231
0.058 0.167 -0.084

LUMO level in eV: -5.184
E_HOMO in eV: -9.54
Net charge: +1
Relative energy (zero: lowest compared OMol25 entry of this formula, charge and spin) in kJ/mol: 18.4
Multiplicity: 1

***

# 2
Here is one molecule with the formula C16H18ClN5O6S at a distorted geometry from the OMol25 dataset. Energies are from ωB97M-V/def2-TZVPD.

Cartesian coordinates (Å):
C 1.01953 3.70636 -4.61565
C 0.24621 2.26494 -2.77957
N -2.48116 -1.74212 4.64047
C -1.91109 -2.96609 4.47185
H 0.79599 4.40231 -2.51846
H -0.74348 0.42418 1.06912
H 2.18640 -0.20272 0.43805
C 0.03611 -3.20181 2.92612
H 3.72604 5.31685 -5.15912
C 0.30843 -0.83113 2.30550
O -0.14958 2.79974 -0.48576
H -0.14724 -1.07558 0.33354
C -2.94128 -3.83304 4.37639
O -0.49905 -4.42963 0.92972
N -0.41933 -1.93842 2.37238
C -0.46842 -3.23805 4.45866
N 3.13438 5.35874 -4.31067
C 0.32443 1.46664 -5.07406
O 0.92238 6.46167 -4.69834
H -0.27288 -4.14438 4.93186
H 1.61956 1.28633 0.98229
O 2.27173 5.47617 -6.38743
C 0.04420 1.28151 -3.69382
C 0.67324 3.54048 -3.24116
O -0.60201 -5.78361 2.81030
H -0.27035 0.23487 -3.43883
H -2.87747 -4.93004 4.31703
H -4.66327 -1.23367 4.75591
H -1.23050 -1.96900 1.74651
H 3.20359 6.33372 -3.94399
H -1.98626 -0.87342 4.62511
C 0.21870 1.98580 -1.33921
C -0.36655 -4.52962 2.14770
H 1.25411 0.15610 -1.60850
O 1.41311 -0.85942 2.90862
C 1.32309 0.44037 0.36431
H 1.10606 -3.20804 2.85065
N -4.20669 -3.11469 4.38100
H 0.21121 0.67777 -5.88212
H -0.94436 -6.44133 2.16465
C 0.11954 -0.22701 0.94379
C -3.82001 -1.88906 4.55654
H 0.01068 -2.46274 5.10427
Cl 1.42827 2.70951 -7.17244
N 0.96846 0.82128 -0.93577
C 0.79334 2.68355 -5.53146
S 1.64216 5.29571 -5.09600

Forces on the atoms, in the same order (eV/Å):
-1.318 0.366 1.187
0.467 1.539 -0.608
-0.001 1.182 -0.103
-0.565 -1.025 0.394
-0.095 -1.237 -0.937
-0.066 0.504 -0.833
0.188 -0.415 -0.599
-0.838 -1.014 2.931
-0.035 -0.020 1.132
5.463 -2.823 -0.613
0.167 -1.320 -1.406
-0.178 0.039 -0.467
-2.119 -0.324 -0.504
0.256 -0.548 2.403
-3.219 -2.326 -0.455
0.821 2.015 -1.200
0.292 0.360 1.330
-0.630 -0.700 -0.279
-1.894 -0.772 1.167
0.361 -1.762 0.547
-0.197 0.339 -0.094
-2.335 -1.884 -2.000
-0.072 -2.394 -2.571
0.271 0.349 -0.156
0.638 2.753 -0.591
0.231 1.256 0.138
-0.175 0.806 -0.075
0.982 1.009 -0.179
0.492 -0.294 0.524
-0.093 -1.086 -0.122
0.119 0.253 0.134
1.814 -0.174 3.672
-1.517 -0.230 -2.359
0.088 -0.170 -1.097
-1.925 1.572 -0.204
-0.500 1.014 2.169
0.763 0.152 0.294
2.722 -1.904 0.252
0.026 0.811 1.547
0.412 0.889 0.078
-1.066 0.901 1.513
-1.988 -0.367 0.219
0.164 -0.398 -0.942
-0.606 0.121 0.604
-0.965 2.219 -2.560
1.174 -0.477 -0.313
4.483 3.214 -0.966

LUMO level in eV: -0.482
E_HOMO in eV: -9.05
Net charge: 0
SMILES: NS(=O)(=O)c1cc(C(=O)NCCC(=O)N[C@@H](Cc2cnc[nH]2)C(=O)O)ccc1Cl
Relative energy (zero: lowest compared OMol25 entry of this formula, charge and spin) in kJ/mol: 0.0
Multiplicity: 1

***

# 3
Here is C16H18CuN4O3P2 as an isolated structure at a distorted geometry from the OMol25 dataset. Energies are from ωB97M-V/def2-TZVPD.

Cartesian coordinates (Å):
H 3.13881 -2.93607 -2.11162
P 5.02965 -1.83402 -0.21646
H -3.18384 -1.92378 -0.78041
N 1.39657 1.04884 1.92564
H -6.67058 0.49274 -1.25954
H -2.89351 2.32361 -0.67449
H 6.07942 -1.46450 -2.40455
C -2.83468 0.16376 -0.68234
C 5.40746 -1.05029 1.37136
H -5.26714 2.50065 -1.01859
H -0.87257 -1.24448 -3.09668
H 6.94474 -0.69062 -1.07669
H -0.37678 2.53208 3.22526
N 1.32986 -2.03098 -1.80816
C -3.44483 1.40682 -0.77750
H -0.92983 3.24214 0.43824
H -3.35227 1.06168 2.91528
C 3.25185 -1.52799 -0.48693
H 1.43583 2.05247 1.83771
H 6.47845 -0.98216 1.52862
H 1.11747 0.75968 2.85059
C 1.35076 -0.47407 0.05494
C -4.80641 1.52631 -0.97230
Cu -4.78376 0.03234 1.57816
C -0.66854 -0.87116 -1.22556
C -5.60634 0.40719 -1.10406
C -3.65415 -0.95584 -0.82948
O -1.26786 -1.51455 -2.26010
C 2.58491 -2.21597 -1.51956
C 5.95894 -0.91296 -1.47841
C -5.01675 -0.85193 -1.04648
C 0.62942 0.42756 0.89297
H 4.89982 -1.57709 2.17148
O -1.09139 1.88295 3.21230
N -3.15728 1.20303 1.92162
O -1.61231 3.18780 1.12091
H 5.44908 0.03292 -1.65451
C -0.71103 0.65558 0.68192
H 5.00487 -0.03929 1.28580
N 2.66723 -0.67137 0.30077
C -1.37498 -0.00607 -0.42702
H -5.57560 -1.76536 -1.16885
P -1.70740 1.73759 1.76155
C 0.70469 -1.13720 -0.99482

Forces on the atoms, in the same order (eV/Å):
-0.035 -0.076 -0.140
-0.018 1.678 0.341
-0.109 -0.246 -0.011
-0.108 -0.076 -0.264
-0.096 0.100 -0.072
0.227 0.109 -0.085
-0.095 -0.026 -0.159
-0.190 0.178 -0.479
-0.029 -0.320 -0.361
0.067 0.153 -0.028
0.166 -0.262 -0.116
0.121 -0.120 0.050
0.001 0.117 0.347
0.226 0.449 0.507
0.202 0.148 -0.421
-0.050 0.279 -0.086
0.382 0.548 0.198
0.119 -0.359 0.034
0.112 0.093 0.107
0.123 -0.223 0.062
0.049 0.044 0.114
0.247 0.277 0.331
-0.316 0.254 -0.094
0.488 0.301 -1.009
-0.026 0.034 -0.397
-0.255 -0.205 0.214
0.737 -0.234 0.198
-0.355 0.249 0.179
0.157 -0.538 -0.612
0.278 -0.443 0.103
0.138 -0.207 0.486
0.048 0.586 0.601
0.042 0.008 0.192
0.233 -0.076 -0.332
-1.071 -0.834 1.248
0.328 -0.200 -0.076
-0.244 0.008 -0.023
0.071 -0.286 -0.639
-0.148 0.045 0.022
-0.048 -0.352 -0.040
-0.370 0.044 0.465
-0.269 -0.010 -0.064
-0.348 -0.502 0.011
-0.383 -0.108 -0.301

<S²>: 0.754
LUMO level (alpha / beta) in eV: -6.735 / -9.293
E_HOMO (alpha / beta) in eV: -14.34 / -14.35
Net charge: +2
Multiplicity: 2

***

# 4
Here is C16H18F5N6O7P2S2V as an isolated structure from the OMol25 dataset. Energies are from ωB97M-V/def2-TZVPD.

Cartesian coordinates (Å):
F 3.32765 -1.55596 2.44169
H -0.78579 1.83019 -5.96479
H 2.80049 1.27279 1.55271
C -3.31464 -1.13109 3.14810
O -1.68372 2.78040 -3.39172
H -0.87779 3.14353 3.92627
N -0.67139 -1.01831 -4.08762
O -3.15475 0.72571 -3.74777
H -0.34873 -1.25791 -3.12844
F 1.97801 -0.76350 0.30323
O -1.46066 0.80758 -1.81150
N -0.01077 -1.52479 4.22903
C 1.17646 -4.41243 1.95460
C 0.65473 -2.74713 0.25148
H -0.17951 0.24644 -6.44016
C 1.13408 2.32643 1.45154
C -0.88407 0.75939 -5.78372
S 1.29797 2.57813 -0.23576
S -0.35073 -2.18108 -1.06245
H 0.79261 1.74780 5.23740
H -0.65713 3.14570 1.52027
F 2.84933 -4.00441 3.57161
C 1.02376 2.16893 4.25950
O 1.41683 2.35082 -3.98246
C 2.15616 -3.60507 2.50236
V 0.28148 0.25183 -0.77483
H -0.05660 -1.51256 -4.73786
P 1.24830 0.75305 -3.95829
H 2.93125 1.19782 3.95904
C 1.66424 -1.98577 0.82789
C 1.93927 1.21987 3.50770
N 0.07352 2.79293 2.11641
H -2.54882 0.36548 -0.26146
F 0.93151 -5.61016 2.49844
N -2.77392 0.10815 0.69380
C -1.73427 -0.21479 1.49559
H -1.91231 0.47253 -6.00950
H -2.42689 3.11883 -3.90414
C -0.55125 0.48200 -4.32546
C -0.25944 2.36949 3.47184
H 1.51878 3.13223 4.40597
N 2.07906 1.67598 2.12812
H -1.64290 -1.31599 -4.20382
F -0.49108 -4.81169 0.38453
P -1.85176 1.19336 -3.21245
H -0.83520 1.44068 3.44308
N -4.40917 -1.31702 3.47191
H 1.95089 2.60176 -4.74451
C 2.39778 -2.37453 1.92668
O 1.99718 0.11592 -5.06958
O 1.39909 0.23937 -2.55697
O -0.55803 0.10026 1.15229
C -0.90748 -1.23256 3.55830
C -1.99167 -0.85359 2.74180
H -3.67169 -0.30703 0.87767
H 1.53322 0.20813 3.52600
C 0.44849 -3.98616 0.85843

Forces on the atoms, in the same order (eV/Å):
0.010 -0.026 -0.016
-0.002 -0.006 -0.007
0.001 0.007 0.009
0.043 0.046 0.158
0.006 0.021 -0.017
0.001 0.003 0.000
0.003 0.155 -0.069
0.002 -0.029 -0.055
0.019 -0.065 0.012
-0.023 -0.031 -0.025
0.095 0.204 0.054
0.032 0.013 -0.008
-0.023 -0.004 -0.014
0.021 -0.006 -0.028
-0.004 -0.009 -0.004
-0.018 0.003 0.020
0.018 0.045 0.001
-0.037 0.003 0.005
-0.061 -0.103 0.123
-0.006 -0.009 -0.008
-0.009 -0.012 -0.004
0.008 -0.006 0.008
-0.012 0.003 0.010
-0.003 0.015 0.008
-0.008 0.016 0.007
-0.041 0.050 -0.084
0.001 0.004 -0.022
-0.089 -0.092 0.093
0.003 0.000 -0.004
0.003 0.004 -0.031
0.006 -0.001 -0.004
0.057 0.040 0.007
-0.014 0.011 0.001
0.002 0.008 0.004
-0.014 -0.008 0.016
-0.008 0.006 -0.038
0.001 -0.011 -0.007
-0.008 -0.004 0.009
0.003 -0.059 -0.049
-0.013 -0.018 0.009
0.008 -0.001 -0.003
0.012 0.000 0.009
-0.020 0.000 0.039
0.006 0.009 0.005
0.022 -0.165 0.000
0.015 0.033 -0.003
-0.022 -0.028 -0.087
0.002 -0.004 0.000
0.004 0.010 0.025
-0.008 -0.003 -0.044
0.062 0.120 0.047
0.018 -0.055 0.000
-0.008 -0.012 -0.003
-0.008 -0.032 -0.067
-0.003 -0.002 0.000
-0.028 -0.008 0.016
0.007 -0.022 0.007

<S²>: 3.756
LUMO level (alpha / beta) in eV: 2.379 / 2.377
E_HOMO (alpha / beta) in eV: -4.52 / -5.28
Net charge: -1
Relative energy (zero: lowest compared OMol25 entry of this formula, charge and spin) in kJ/mol: 9.7
Multiplicity: 4

***

# 5
Here is one molecule with the formula C16H18N2O5 at a distorted geometry from the OMol25 dataset. Energies are from ωB97M-V/def2-TZVPD.

Cartesian coordinates (Å):
H 6.00975 1.09088 -1.19962
H -4.41764 1.41385 1.88102
H -4.08361 1.33126 -2.06601
C 2.70278 -0.33229 0.32018
C 4.00682 1.62466 -0.62194
H 4.75625 0.07276 -1.91534
H -2.31601 -3.09696 -1.45462
H -4.07047 -2.86610 -1.17417
C -1.45520 0.53758 1.09328
O -4.93557 -0.72617 -0.35779
H 3.78436 2.27351 -1.47196
O -4.38317 3.09717 -0.28424
H -2.45477 1.11794 -1.38722
H -3.64029 -2.43936 1.22959
O -2.86144 -1.19996 -1.08010
C -3.48781 1.62009 1.34202
H 5.42595 0.10546 1.05815
C -3.87265 -0.38235 -0.79722
C 0.53002 -0.18079 0.82794
N -0.86960 1.57192 0.59605
C 1.57311 1.76590 -0.08705
H 3.80234 -1.88511 -0.58905
C -3.52314 1.05112 -1.17112
C 5.06002 0.59051 -1.00325
H 6.03751 -1.10209 -0.07595
H 4.40225 2.26223 0.17583
C 2.73204 0.99717 -0.12761
N 1.60683 -0.92334 0.79719
C -3.06413 -2.59818 -0.83541
C -2.88981 -2.95164 0.63300
H 1.56435 2.79079 -0.42417
H -1.90335 -2.65585 0.97936
O -0.69966 -0.56587 1.27488
H 3.92769 -1.83906 1.16118
C -3.85612 2.04008 -0.07808
C 3.91634 -1.21374 0.26763
C 0.43449 1.15766 0.40567
O -2.72252 0.43329 1.45157
H -3.00726 -4.02406 0.76048
H -2.96830 2.45798 1.82056
C 5.20962 -0.42089 0.12632

Forces on the atoms, in the same order (eV/Å):
-0.013 -0.015 -0.078
0.161 0.028 -0.104
0.032 -0.039 0.091
0.087 0.180 -0.081
0.183 -0.045 -0.114
0.024 -0.023 -0.082
-0.125 0.074 0.039
0.193 0.014 -0.025
0.339 0.537 -0.131
-0.182 -0.030 0.135
0.005 0.041 0.044
-0.013 0.078 0.138
-0.092 0.062 -0.015
-0.046 -0.017 0.071
0.341 0.061 -0.090
-0.440 0.845 0.411
0.065 0.016 0.065
-0.007 0.426 -0.354
1.348 0.893 -0.656
-0.744 0.336 0.101
-0.325 -0.314 0.184
0.031 -0.059 0.012
-0.074 -0.194 -0.194
0.080 0.169 0.229
0.031 0.019 0.075
0.048 0.048 -0.061
-0.089 -0.030 0.047
-1.082 -0.211 0.336
-0.244 -0.496 0.175
0.008 0.262 -0.277
0.007 0.138 -0.052
0.039 -0.070 0.038
-0.559 -0.300 0.296
-0.039 -0.016 -0.036
0.212 -0.507 -0.038
0.260 0.037 0.043
0.321 -0.846 0.194
0.451 -0.623 -0.029
-0.017 -0.126 0.026
-0.099 -0.146 -0.082
-0.077 -0.158 -0.252

LUMO level in eV: 0.711
E_HOMO in eV: -8.71
Net charge: 0
SMILES: CCOC(=O)CC(=O)COc1nc2cc3c(nc2o1)CCCC3
Relative energy (zero: lowest compared OMol25 entry of this formula, charge and spin) in kJ/mol: 21.3
Multiplicity: 1

***

no.,total energy (Ha)
1,-1265.1081
2,-2204.0178
3,-3387.8917
4,-4398.6295
5,-1106.2475